{
  "formula": "C27H62F8N8O17S8",
  "method": "ωB97M-V/def2-TZVPD",
  "lumo_energy_ev": -0.77,
  "de_lowest_kcal_mol": 0.00,
  "homo_energy_ev": -7.23,
  "orbital_gap_ha": 0.2374,
  "species": ["C", "C", "O", "N", "H", "H", "C", "H", "H", "H", "H", "H", "H", "C", "C", "C", "N", "C", "C", "C", "C", "C", "H", "H", "H", "H", "H", "H", "H", "H", "H", "H", "H", "H", "H", "H", "H", "H", "H", "H", "C", "C", "C", "N", "C", "C", "C", "C", "C", "H", "H", "H", "H", "H", "H", "H", "H", "H", "H", "H", "H", "H", "H", "H", "H", "H", "H", "C", "C", "C", "N", "C", "C", "C", "C", "C", "H", "H", "H", "H", "H", "H", "H", "H", "H", "H", "H", "H", "H", "H", "H", "H", "H", "H", "N", "S", "O", "O", "F", "S", "O", "O", "F", "N", "S", "O", "O", "F", "S", "O", "O", "F", "N", "S", "O", "O", "F", "S", "O", "O", "F", "N", "S", "O", "O", "F", "S", "O", "O", "F"],
  "positions_angstrom": [[-2.453, -0.355, -0.392], [-1.276, -1.249, -0.300], [-1.310, -2.406, -0.067], [0.076, -0.573, -0.620], [0.013, -0.166, -1.579], [0.100, 0.218, 0.057], [1.194, -1.579, -0.479], [-3.419, -0.857, -0.361], [-2.412, 0.168, -1.349], [-2.440, 0.281, 0.496], [2.046, -1.053, -0.905], [1.040, -2.469, -1.083], [1.211, -1.838, 0.574], [-4.530, 1.795, -2.053], [-4.692, 1.078, -3.373], [-5.628, -0.106, -3.193], [-6.108, -0.633, -4.553], [-4.969, -1.306, -5.326], [-6.780, 0.381, -5.437], [-8.096, -0.233, -5.969], [-8.500, -1.021, -4.728], [-7.228, -1.677, -4.289], [-5.309, 2.548, -1.888], [-3.681, 2.473, -2.162], [-4.526, 1.150, -1.177], [-3.725, 0.649, -3.664], [-4.846, 1.818, -4.160], [-6.519, 0.300, -2.709], [-5.133, -0.889, -2.627], [-4.574, -2.126, -4.732], [-4.288, -0.478, -5.495], [-5.468, -1.692, -6.211], [-6.061, 0.652, -6.205], [-7.020, 1.221, -4.786], [-7.763, -0.969, -6.706], [-8.839, 0.412, -6.424], [-9.325, -1.708, -4.929], [-8.966, -0.411, -3.948], [-7.067, -2.513, -4.975], [-7.217, -2.180, -3.324], [3.074, 1.837, -2.241], [4.271, 2.739, -2.000], [4.732, 2.442, -0.562], [5.726, 3.431, 0.017], [6.917, 3.441, -0.915], [5.301, 4.846, 0.296], [4.676, 4.771, 1.685], [5.494, 3.733, 2.424], [6.316, 2.959, 1.391], [2.435, 1.860, -1.354], [3.314, 0.774, -2.323], [2.551, 2.128, -3.150], [4.044, 3.808, -2.020], [5.044, 2.546, -2.742], [5.371, 1.561, -0.637], [3.967, 2.273, 0.193], [6.713, 3.633, -1.966], [7.306, 2.422, -0.960], [7.684, 4.125, -0.564], [6.185, 5.480, 0.224], [4.638, 5.277, -0.455], [4.684, 5.756, 2.147], [3.655, 4.412, 1.562], [6.135, 4.118, 3.216], [4.802, 3.042, 2.909], [7.349, 3.294, 1.437], [6.245, 1.873, 1.392], [0.126, -3.068, 3.349], [-0.123, -2.149, 4.614], [-1.228, -1.126, 4.381], [-1.821, -0.422, 5.567], [-2.910, -1.280, 6.121], [-2.403, 0.954, 5.141], [-1.731, 1.955, 6.055], [-1.231, 1.218, 7.287], [-0.794, -0.152, 6.651], [0.910, -3.715, 3.730], [0.372, -2.465, 2.480], [-0.809, -3.597, 3.163], [0.850, -1.734, 4.877], [-0.386, -2.884, 5.380], [-1.941, -1.610, 3.708], [-0.840, -0.344, 3.732], [-3.652, -1.355, 5.332], [-3.321, -0.958, 7.076], [-2.341, -2.180, 6.360], [-3.488, 0.864, 5.136], [-2.143, 1.194, 4.112], [-2.264, 2.876, 6.300], [-0.906, 2.410, 5.500], [-1.986, 0.906, 8.011], [-0.405, 1.640, 7.853], [-0.704, -0.965, 7.366], [0.165, -0.004, 6.158], [-0.094, 0.412, -3.137], [-0.452, 1.634, -3.963], [-1.854, 1.881, -4.262], [0.497, 2.099, -4.925], [-0.149, 2.665, -2.764], [-0.541, -0.707, -4.302], [-0.130, -0.503, -5.656], [-1.794, -1.368, -4.056], [0.564, -1.739, -3.799], [0.569, 1.392, 1.217], [1.403, 1.462, 2.516], [0.734, 1.100, 3.727], [2.395, 2.521, 2.557], [2.319, 0.174, 2.266], [0.003, 2.961, 1.229], [0.601, 3.865, 0.310], [-0.470, 3.538, 2.481], [-1.336, 2.501, 0.439], [5.165, -2.854, 1.027], [5.275, -1.385, 0.568], [6.657, -0.992, 0.341], [4.372, -0.327, 0.912], [4.753, -1.655, -0.965], [4.762, -2.651, 2.631], [3.371, -2.859, 2.955], [5.599, -1.766, 3.401], [5.328, -4.079, 3.096], [3.308, -6.604, -1.167], [3.138, -8.036, -1.652], [3.581, -8.322, -2.999], [2.030, -8.743, -1.053], [4.369, -8.586, -0.718], [1.963, -5.903, -1.836], [0.666, -6.347, -1.458], [2.186, -5.547, -3.221], [2.076, -4.479, -1.137]]
}

---

{
  "formula": "C27H63BeN9O9",
  "method": "ωB97M-V/def2-TZVPD",
  "total_charge": 2,
  "lumo_energy_ev": -4.33,
  "de_lowest_kcal_mol": 0.00,
  "homo_energy_ev": -13.35,
  "orbital_gap_ha": 0.3316,
  "species": ["Be", "C", "O", "N", "C", "C", "H", "H", "H", "H", "H", "H", "H", "C", "O", "N", "C", "C", "H", "H", "H", "H", "H", "H", "H", "C", "O", "N", "C", "C", "H", "H", "H", "H", "H", "H", "H", "C", "O", "N", "C", "C", "H", "H", "H", "H", "H", "H", "H", "C", "O", "N", "C", "C", "H", "H", "H", "H", "H", "H", "H", "C", "O", "N", "C", "C", "H", "H", "H", "H", "H", "H", "H", "C", "O", "N", "C", "C", "H", "H", "H", "H", "H", "H", "H", "C", "O", "N", "C", "C", "H", "H", "H", "H", "H", "H", "H", "C", "O", "N", "C", "C", "H", "H", "H", "H", "H", "H", "H"],
  "positions_angstrom": [[0.058, 0.104, 0.130], [0.611, 3.834, -0.117], [0.639, 2.614, -0.024], [1.237, 4.542, -1.058], [0.813, 5.911, -1.394], [2.096, 3.926, -2.054], [-0.026, 4.465, 0.518], [1.682, 6.563, -1.465], [0.105, 6.282, -0.659], [0.370, 5.872, -2.390], [2.533, 3.010, -1.664], [1.528, 3.661, -2.950], [2.866, 4.639, -2.344], [-0.189, 0.447, 3.597], [0.365, 0.243, 2.530], [0.072, -0.247, 4.716], [-0.301, 0.232, 6.068], [1.084, -1.313, 4.715], [-1.000, 1.183, 3.720], [-0.933, -0.486, 6.582], [-0.810, 1.192, 5.995], [0.641, 0.462, 6.565], [0.601, -2.043, 5.372], [1.233, -1.776, 3.745], [2.031, -1.117, 5.219], [-2.995, -1.142, 1.435], [-1.807, -0.946, 1.257], [-3.680, -2.171, 0.879], [-3.082, -3.057, -0.121], [-5.114, -2.243, 1.121], [-3.650, -0.595, 2.128], [-3.513, -4.055, -0.048], [-2.006, -3.135, -0.009], [-3.351, -2.640, -1.092], [-5.594, -2.008, 0.167], [-5.390, -3.260, 1.400], [-5.469, -1.578, 1.903], [-0.168, -2.122, -2.619], [-0.529, -1.749, -1.514], [0.025, -3.416, -2.937], [0.484, -3.791, -4.259], [-0.274, -4.496, -2.019], [-0.015, -1.454, -3.476], [-0.224, -4.528, -4.641], [1.515, -4.147, -4.282], [0.433, -2.948, -4.950], [0.559, -5.197, -2.090], [-0.312, -4.097, -1.007], [-1.227, -4.996, -2.199], [-2.285, 0.959, -2.483], [-1.816, 0.617, -1.410], [-3.521, 0.656, -2.902], [-3.954, 0.975, -4.240], [-4.463, -0.117, -2.115], [-1.680, 1.443, -3.264], [-4.807, 1.652, -4.182], [-4.222, 0.126, -4.875], [-3.163, 1.400, -4.861], [-4.086, -0.223, -1.098], [-5.417, 0.410, -2.054], [-4.649, -1.119, -2.503], [2.086, -2.963, 0.970], [1.082, -2.291, 0.716], [2.054, -4.224, 1.372], [3.290, -4.942, 1.639], [0.819, -4.948, 1.553], [3.078, -2.492, 1.051], [4.155, -4.561, 1.101], [3.250, -5.997, 1.371], [3.390, -4.855, 2.725], [-0.018, -4.261, 1.447], [0.752, -5.696, 0.760], [0.795, -5.390, 2.549], [-2.893, 2.290, 1.181], [-1.731, 1.947, 0.955], [-3.107, 3.337, 2.001], [-4.445, 3.874, 2.177], [-2.023, 4.007, 2.694], [-3.779, 1.835, 0.731], [-5.194, 3.290, 1.645], [-4.553, 4.922, 1.898], [-4.675, 3.789, 3.243], [-1.050, 3.531, 2.604], [-1.927, 5.031, 2.326], [-2.226, 4.061, 3.765], [3.333, 1.206, 0.148], [2.442, 0.424, 0.457], [3.909, 2.009, 1.058], [4.840, 3.043, 0.610], [3.516, 2.070, 2.443], [3.865, 1.261, -0.814], [4.449, 4.038, 0.836], [5.049, 3.022, -0.457], [5.779, 2.936, 1.155], [4.378, 1.908, 3.094], [3.088, 3.047, 2.668], [2.831, 1.258, 2.677], [1.959, 0.518, -2.987], [1.097, 0.430, -2.118], [3.030, -0.301, -3.043], [4.093, 0.005, -3.979], [3.069, -1.488, -2.220], [1.968, 1.329, -3.725], [3.903, 0.955, -4.471], [4.060, -0.751, -4.773], [5.080, -0.117, -3.536], [2.732, -2.369, -2.766], [4.066, -1.624, -1.795], [2.474, -1.309, -1.325]]
}

---

{
  "formula": "C27H63N8O10PS",
  "method": "ωB97M-V/def2-TZVPD",
  "lumo_energy_ev": 0.42,
  "homo_energy_ev": -8.64,
  "orbital_gap_ha": 0.3329,
  "species": ["C", "O", "C", "C", "C", "C", "N", "P", "S", "C", "O", "O", "H", "H", "H", "H", "H", "H", "H", "H", "H", "H", "H", "H", "H", "H", "C", "N", "C", "C", "O", "H", "H", "H", "H", "H", "H", "H", "C", "N", "C", "C", "O", "H", "H", "H", "H", "H", "H", "H", "C", "N", "C", "C", "O", "H", "H", "H", "H", "H", "H", "H", "C", "N", "C", "C", "O", "H", "H", "H", "H", "H", "H", "H", "C", "N", "C", "C", "O", "H", "H", "H", "H", "H", "H", "H", "C", "N", "C", "C", "O", "H", "H", "H", "H", "H", "H", "H", "C", "N", "C", "C", "O", "H", "H", "H", "H", "H", "H", "H"],
  "positions_angstrom": [[1.700, 1.167, 3.691], [2.390, 2.113, 2.904], [1.545, 2.873, 2.074], [0.975, 4.086, 2.796], [-0.276, 4.669, 2.124], [-1.567, 4.099, 2.724], [-2.547, 3.569, 1.722], [-2.025, 2.115, 0.966], [-0.943, 2.301, -0.636], [-3.766, 3.306, 2.445], [-4.727, 4.046, 2.401], [-3.735, 2.157, 3.190], [0.787, 0.821, 3.206], [1.406, 1.592, 4.648], [2.328, 0.305, 3.851], [2.118, 3.220, 1.220], [0.747, 2.253, 1.669], [1.742, 4.848, 2.847], [0.743, 3.805, 3.820], [-0.259, 4.502, 1.054], [-0.265, 5.740, 2.275], [-2.081, 4.923, 3.208], [-1.348, 3.376, 3.508], [-3.249, 1.510, 0.645], [-1.419, 1.291, 1.930], [-3.805, 2.362, 4.128], [-3.938, -2.775, 4.676], [-3.167, -1.553, 4.790], [-2.468, -1.036, 3.625], [-3.076, -0.865, 5.940], [-2.471, 0.182, 6.070], [-3.293, -3.603, 4.378], [-4.726, -2.656, 3.930], [-4.395, -3.014, 5.633], [-1.396, -0.987, 3.825], [-2.818, -0.028, 3.414], [-2.650, -1.680, 2.769], [-3.634, -1.331, 6.770], [4.259, -3.751, 6.898], [3.673, -2.573, 6.292], [4.468, -1.360, 6.176], [2.412, -2.556, 5.829], [1.883, -1.591, 5.316], [4.559, -3.539, 7.926], [5.137, -4.071, 6.333], [3.535, -4.562, 6.906], [3.985, -0.542, 6.711], [4.561, -1.070, 5.129], [5.456, -1.534, 6.593], [1.888, -3.519, 5.960], [-6.319, 0.093, -2.755], [-4.887, -0.098, -2.910], [-3.966, 0.962, -2.530], [-4.373, -1.230, -3.401], [-3.177, -1.436, -3.537], [-6.650, 0.943, -3.351], [-6.555, 0.281, -1.703], [-6.848, -0.788, -3.087], [-3.378, 1.273, -3.392], [-3.275, 0.604, -1.766], [-4.524, 1.813, -2.147], [-5.139, -1.975, -3.672], [6.853, 4.817, 1.039], [5.686, 4.755, 1.896], [5.457, 3.567, 2.707], [4.799, 5.760, 1.970], [3.805, 5.746, 2.671], [6.830, 4.005, 0.310], [7.764, 4.731, 1.635], [6.871, 5.765, 0.506], [4.502, 3.107, 2.457], [5.431, 3.835, 3.764], [6.260, 2.855, 2.533], [5.055, 6.615, 1.322], [-0.208, -2.497, -4.177], [1.158, -2.009, -4.287], [1.640, -1.048, -3.307], [1.988, -2.407, -5.254], [3.141, -2.022, -5.382], [-0.912, -1.669, -4.241], [-0.346, -2.999, -3.219], [-0.420, -3.202, -4.978], [1.948, -0.127, -3.803], [2.504, -1.452, -2.777], [0.848, -0.828, -2.597], [1.532, -3.133, -5.947], [-9.649, -3.723, -6.819], [-8.594, -2.913, -6.244], [-7.206, -3.275, -6.485], [-8.853, -1.832, -5.493], [-8.000, -1.121, -4.992], [-9.581, -4.749, -6.452], [-9.568, -3.732, -7.908], [-10.620, -3.317, -6.545], [-6.699, -3.471, -5.541], [-6.686, -2.459, -6.986], [-7.168, -4.165, -7.107], [-9.930, -1.636, -5.367], [6.233, -2.707, -5.441], [7.211, -1.822, -4.833], [8.627, -2.080, -5.016], [6.843, -0.760, -4.097], [7.620, 0.012, -3.564], [6.367, -3.724, -5.062], [6.359, -2.713, -6.526], [5.227, -2.372, -5.208], [9.112, -2.233, -4.051], [9.107, -1.230, -5.502], [8.754, -2.968, -5.630], [5.749, -0.649, -4.019]]
}

---

{
  "formula": "C27H63N9O9",
  "method": "ωB97M-V/def2-TZVPD",
  "multiplicity": 2,
  "total_charge": -1,
  "lumo_energy_ev": [1.80, 1.78],
  "de_lowest_kcal_mol": 54.79,
  "homo_energy_ev": [0.23, -6.96],
  "orbital_gap_ha": [0.0576, 0.3214],
  "species": ["C", "C", "O", "N", "C", "H", "H", "H", "H", "H", "H", "H", "C", "C", "O", "N", "C", "H", "H", "H", "H", "H", "H", "H", "C", "C", "O", "N", "C", "H", "H", "H", "H", "H", "H", "H", "C", "C", "O", "N", "C", "H", "H", "H", "H", "H", "H", "H", "C", "C", "O", "N", "C", "H", "H", "H", "H", "H", "H", "H", "C", "C", "O", "N", "C", "H", "H", "H", "H", "H", "H", "H", "C", "C", "O", "N", "C", "H", "H", "H", "H", "H", "H", "H", "C", "C", "O", "N", "C", "H", "H", "H", "H", "H", "H", "H", "C", "C", "O", "N", "C", "H", "H", "H", "H", "H", "H", "H"],
  "positions_angstrom": [[-16.867, -4.802, 10.760], [-17.042, -5.420, 12.199], [-18.137, -5.806, 12.489], [-15.935, -5.553, 12.958], [-16.077, -6.192, 14.263], [-17.870, -4.545, 10.420], [-16.580, -5.592, 10.066], [-16.220, -3.928, 10.698], [-15.103, -5.007, 12.786], [-15.065, -6.390, 14.619], [-16.685, -7.096, 14.245], [-16.576, -5.648, 15.065], [-9.031, -4.774, 5.818], [-10.409, -4.826, 5.171], [-11.115, -5.828, 5.173], [-10.734, -3.641, 4.567], [-12.051, -3.531, 3.903], [-9.136, -5.262, 6.787], [-8.869, -3.723, 6.058], [-8.151, -5.182, 5.321], [-10.016, -2.953, 4.390], [-11.984, -3.117, 2.897], [-12.663, -2.808, 4.442], [-12.676, -4.424, 3.891], [-10.487, -7.997, 12.588], [-11.201, -8.430, 11.302], [-10.704, -9.278, 10.555], [-12.372, -7.776, 11.110], [-13.116, -7.855, 9.879], [-10.119, -8.844, 13.167], [-11.184, -7.557, 13.302], [-9.760, -7.220, 12.349], [-12.620, -6.970, 11.666], [-13.578, -8.751, 9.465], [-12.557, -7.373, 9.077], [-14.009, -7.273, 10.106], [-14.841, -7.573, 2.563], [-14.737, -9.065, 2.888], [-14.329, -9.389, 4.040], [-15.096, -10.017, 2.028], [-15.204, -11.370, 2.217], [-15.186, -7.459, 1.535], [-13.835, -7.158, 2.501], [-15.487, -7.127, 3.319], [-15.383, -9.729, 1.104], [-16.235, -11.714, 2.298], [-14.799, -11.821, 3.123], [-14.650, -11.959, 1.486], [-22.184, -4.543, 10.521], [-22.093, -5.195, 9.126], [-22.708, -6.237, 8.889], [-21.257, -4.627, 8.195], [-21.361, -4.939, 6.830], [-22.122, -3.471, 10.334], [-21.362, -4.937, 11.118], [-23.090, -4.815, 11.063], [-20.549, -3.951, 8.444], [-20.570, -5.570, 6.426], [-21.201, -4.039, 6.237], [-22.319, -5.258, 6.421], [-22.704, -9.575, 3.085], [-22.050, -8.235, 3.464], [-22.755, -7.298, 3.877], [-20.723, -8.113, 3.382], [-20.052, -6.782, 3.630], [-22.905, -9.998, 4.069], [-22.032, -10.234, 2.535], [-23.633, -9.579, 2.514], [-20.151, -8.905, 3.124], [-19.438, -6.545, 2.761], [-19.519, -6.758, 4.580], [-20.747, -5.943, 3.668], [-10.923, -8.603, 6.345], [-9.670, -9.085, 5.639], [-9.405, -10.247, 5.504], [-8.953, -8.009, 5.292], [-7.585, -8.196, 4.803], [-10.767, -7.630, 6.812], [-11.366, -9.154, 7.175], [-11.758, -8.379, 5.682], [-9.342, -7.110, 5.537], [-7.490, -8.663, 3.823], [-7.089, -8.903, 5.468], [-7.028, -7.260, 4.853], [-14.046, -6.538, 6.023], [-15.399, -6.580, 6.695], [-15.438, -6.805, 7.914], [-16.457, -6.278, 6.032], [-17.807, -6.105, 6.619], [-14.031, -7.550, 5.618], [-13.224, -6.284, 6.692], [-13.912, -6.016, 5.076], [-16.405, -6.235, 5.025], [-18.271, -7.086, 6.527], [-18.360, -5.400, 5.998], [-17.800, -5.817, 7.670], [-16.748, -4.556, 0.993], [-17.363, -4.182, 2.285], [-16.776, -4.563, 3.348], [-18.427, -3.386, 2.275], [-19.255, -3.030, 3.460], [-17.114, -3.837, 0.260], [-17.030, -5.573, 0.723], [-15.667, -4.668, 0.913], [-18.914, -3.193, 1.411], [-20.254, -3.443, 3.323], [-19.378, -1.947, 3.486], [-18.818, -3.293, 4.423]]
}